(1)
Below is 2 unconnected molecules or ions with the total composition C4H12NOS at a distorted geometry, with properties calculated with ωB97M-V with the def2-TZVPD basis set.

Each atom is followed by the atoms it is bonded to, with distances in Å.
Positions of all 19 atoms, in Å:
1 H 0.1774 -1.0757 0.5172  N6 1.015
2 H -2.4058 1.1861 2.6485  O12 0.986
3 H 1.1801 1.1587 -1.0797  C4 1.102
4 C 1.1234 0.5283 -0.1777  H3 1.102, N6 1.539, H17 1.113, C19 1.566
5 H -2.0099 -0.5976 -0.8778  C11 1.137
6 N -0.1908 -0.2091 0.1372  H1 1.015, C4 1.539, C11 1.463
7 H -1.2686 -2.4828 -1.4661  C14 1.093
8 S 2.8256 2.4429 0.3970  C19 1.757
9 H -1.1825 0.3512 2.0918  O12 0.973
10 H -0.8804 0.3208 -1.8081  C11 1.105
11 C -0.8974 -0.5299 -1.1026  H5 1.137, N6 1.463, H10 1.105, C14 1.541
12 O -1.8748 0.3647 2.7750  H2 0.986, H9 0.973
13 H -0.4053 -1.7990 -2.7653  C14 1.074
14 C -0.3974 -1.8629 -1.6935  H7 1.093, C11 1.541, H13 1.074, H16 1.092
15 H 0.4451 1.9664 1.1765  C19 1.119
16 H 0.6234 -2.1297 -1.4126  C14 1.092
17 H 2.0895 -0.0222 -0.2359  C4 1.113
18 H 1.5950 0.8710 1.8870  C19 1.116
19 C 1.4533 1.5188 0.9891  C4 1.566, S8 1.757, H15 1.119, H18 1.116

* relative energy (zero: lowest compared OMol25 entry of this formula, charge and spin): 1.593 eV
* HOMO-LUMO gap: 5.90 eV
* net charge: -1
* HOMO: -2.4 eV

These are the Mulliken partial charges, in e, on atoms 1 to 4: H 0.2666; H 0.3067; H 0.3534; C -0.7249

=====

(2)
Below is 2 unconnected molecules or ions with the total composition C4H12NOS at a distorted geometry, with properties calculated with ωB97M-V with the def2-TZVPD basis set.

Each atom is followed by the atoms it is bonded to, with distances in Å.
Positions of all 19 atoms, in Å:
1 H 2.3849 0.9319 0.6322  C7 1.086
2 C -1.5667 -0.1713 -0.2975  N10 1.442, H11 1.104, C13 1.543, H14 1.090
3 C 0.4576 1.0914 -0.5060  C7 1.531, H9 1.102, N10 1.481, H18 1.082
4 H 1.0028 -1.3112 0.6016  O5 0.993
5 O 1.7971 -1.8013 0.9417  H4 0.993, H8 0.950
6 H -2.9195 -1.6122 0.7122  C13 1.082
7 C 1.7398 1.6428 0.1241  H1 1.086, C3 1.531, S12 1.852, H17 1.108
8 H 2.4151 -1.1011 0.7690  O5 0.950
9 H 0.7790 0.5951 -1.4357  C3 1.102
10 N -0.3000 0.1277 0.3245  C2 1.442, C3 1.481, H15 1.002
11 H -2.3639 0.5682 -0.1088  C2 1.104
12 S 2.8623 2.4858 -1.0842  C7 1.852
13 C -2.1424 -1.5795 -0.0403  C2 1.543, H6 1.082, H16 1.091, H19 1.101
14 H -1.4368 -0.0449 -1.3726  C2 1.090
15 H -0.2691 0.1666 1.3255  N10 1.002
16 H -2.3996 -2.0602 -0.9857  C13 1.091
17 H 1.3981 2.3325 0.9217  C7 1.108
18 H -0.1478 1.9356 -0.8089  C3 1.082
19 H -1.2908 -2.1958 0.2873  C13 1.101

* relative energy (zero: lowest compared OMol25 entry of this formula, charge and spin): 0.860 eV
* HOMO-LUMO gap: 5.96 eV
* net charge: -1
* HOMO: -2.5 eV

These are the Mulliken partial charges, in e, on atoms 1 to 4: H 0.0492; C -0.5840; C -0.6367; H 0.3818